Density functional theory data (ωB97M-V/def2-TZVPD) for a single C18H25N3O3 molecule.

The HOMO energy comes out at -9.41 eV. The orbital gap is 10.0520 eV. Its SMILES is CO[C@@H](c1ccccc1)c1nnc(CCC(=O)NCCC(C)C)o1. The value obtained for the energy relative to the best compared isomer or geometry (same formula, charge and spin) is 55.7 kcal/mol.

Last column: Löwdin charge in e.
Atoms and positions in Å:
C  3.5036  2.2853  -1.9810  -0.084
O  2.2003  2.0568  -1.4977  -0.143
C  2.1503  1.7685  -0.1137  -0.229
C  0.7493  1.9668  0.4193  -0.158
C  -0.2060  2.6401  -0.3278  -0.026
C  -1.4727  2.8508  0.1907  -0.092
C  -1.7948  2.3863  1.4544  -0.100
C  -0.8447  1.7078  2.1996  -0.070
C  0.4237  1.5028  1.6879  -0.023
C  2.6271  0.3676  0.1180  -0.289
N  3.8489  -0.0036  0.3151  0.108
N  3.8474  -1.3516  0.3812  0.101
C  2.6242  -1.7377  0.2209  -0.319
C  2.1067  -3.1258  0.2494  -0.093
C  0.8323  -3.2589  -0.5853  -0.087
C  -0.2774  -2.4435  0.0777  -0.520
O  -0.5033  -2.5212  1.2672  0.065
N  -0.9767  -1.6538  -0.7597  0.073
C  -2.0078  -0.7515  -0.2999  -0.173
C  -3.3413  -1.0081  -0.9991  -0.163
C  -4.4080  0.0260  -0.6243  -0.442
C  -5.6315  -0.1376  -1.5247  -0.084
C  -4.8173  -0.0974  0.8408  -0.073
O  1.7921  -0.6885  0.0375  0.143
H  3.9348  3.1847  -1.5262  0.096
H  4.1661  1.4378  -1.7772  0.082
H  3.4060  2.4283  -3.0553  0.093
H  2.8463  2.4351  0.4258  0.170
H  0.0532  2.9946  -1.3128  0.115
H  -2.2088  3.3819  -0.3953  0.105
H  -2.7828  2.5527  1.8570  0.103
H  -1.0893  1.3391  3.1842  0.109
H  1.1648  0.9845  2.2794  0.125
H  1.8619  -3.3776  1.2865  0.130
H  2.8960  -3.7953  -0.0922  0.127
H  1.0048  -2.9328  -1.6117  0.117
H  0.5228  -4.3057  -0.5962  0.127
H  -0.7126  -1.5898  -1.7297  0.142
H  -2.0904  -0.9133  0.7756  0.116
H  -1.6897  0.2811  -0.4778  0.109
H  -3.1803  -0.9719  -2.0803  0.113
H  -3.6970  -2.0092  -0.7475  0.124
H  -3.9866  1.0248  -0.7861  0.126
H  -5.3614  -0.0161  -2.5714  0.074
H  -6.3877  0.6043  -1.2790  0.074
H  -6.0670  -1.1260  -1.3946  0.080
H  -5.1993  -1.0954  1.0439  0.085
H  -5.5992  0.6218  1.0745  0.077
H  -3.9740  0.0903  1.4991  0.060

Cartesian forces (eV/Å) of the 2 atoms listed first:
C 0.26 0.00 -0.09
O -0.50 0.00 0.18